# C4H10Br2S2

A molecular structure, C4H10Br2S2 (ωB97M-V/def2-TZVPD, the Open Molecules 2025 dataset).

Atoms and positions in Å:
H1 -1.28704 2.10826 -1.94468
H2 0.19842 1.78239 -2.89154
H3 0.93159 -0.68910 1.91844
C1 1.55581 -1.56641 1.67907
H4 -2.95535 -1.89588 0.74665
H5 -1.61369 -0.75326 1.06865
H6 0.35226 0.72146 -0.59032
H7 -0.04888 3.38852 -2.13756
Br1 2.39184 2.09653 -0.86671
H8 2.57823 -1.21963 1.45326
H9 1.59449 -2.22283 2.56463
C2 -1.91718 -1.63545 0.48022
C3 -0.20337 2.30426 -2.00677
H10 -1.88414 -1.37251 -0.59047
S1 -0.88934 -3.07679 0.83778
C4 0.48426 1.80977 -0.75780
S2 0.95237 -2.45330 0.22612
Br2 -0.24028 2.67395 0.81102

Cartesian forces, eV/Å:
H 0.409 0.067 0.017
H -0.118 0.180 0.365
H 0.237 -0.334 -0.194
C 0.195 0.282 0.601
H 0.409 0.060 -0.066
H -0.097 -0.411 -0.146
H 0.094 0.745 -0.160
H -0.050 -0.458 0.084
Br 0.134 -0.018 0.003
H -0.395 -0.122 0.009
H -0.032 0.200 -0.461
C -0.303 0.560 -0.185
C -0.222 0.144 -0.402
H 0.013 -0.224 0.419
S -0.028 0.049 -0.043
C -0.161 -0.821 -0.038
S -0.003 0.074 0.038
Br -0.084 0.028 0.158

Output
Strongest force on any atom in eV Å⁻¹: 0.837
Total energy in eV: -166065.862


# C7H10

A single C7H10 molecule (ωB97M-V/def2-TZVPD, the Open Molecules 2025 dataset).

Atoms and positions in Å:
H1 2.41059 -1.20029 0.43699
C1 1.42117 -0.79324 0.25395
C2 0.37933 -0.36476 1.27223
H2 -1.27857 -0.44823 -1.71504
H3 -1.84128 1.34035 1.27440
C3 -1.24637 1.51949 0.37037
H4 -0.19559 -1.12338 1.82067
H5 -0.67945 2.44388 0.52704
H6 1.15755 -1.67836 -1.82756
H7 0.80186 0.36575 1.97088
H8 1.65431 1.09647 -1.14764
H9 -1.38025 -1.62755 -0.36064
C4 -0.78149 -0.82530 -0.81346
C5 0.69607 -1.06867 -1.05838
C6 1.05121 0.33544 -0.66714
H10 -1.94618 1.68731 -0.45646
C7 -0.33363 0.34493 0.09990

Cartesian forces, eV/Å:
H -0.164 0.099 -0.048
C 0.248 -0.114 0.139
C -0.043 -0.048 0.137
H 0.090 -0.059 0.144
H 0.065 -0.007 -0.132
C -0.021 0.005 -0.059
H 0.090 0.080 -0.081
H -0.052 -0.148 0.020
H -0.061 0.107 0.110
H -0.076 -0.097 -0.072
H -0.116 -0.116 0.052
H 0.063 0.146 -0.036
C -0.132 -0.079 0.022
C 0.030 -0.221 -0.213
C 0.134 0.266 -0.157
H 0.161 0.024 0.080
C -0.217 0.163 0.092

Output
Energy above the lowest of the compared OMol25 structures with the same formula, charge and spin in kcal/mol: 53.0
SMILES: C[C@]12C[C@@H]3[C@H](C1)[C@@H]32
Strongest force on any atom in eV Å⁻¹: 0.336
Total energy in eV: -7418.735


# C7H19NOP

2 unconnected molecules or ions with the total composition C7H19NOP (ωB97M-V/def2-TZVPD, the Open Molecules 2025 dataset).

Atoms and positions in Å:
H1 -1.46258 -1.74226 -1.68613
P1 -1.60806 0.88736 -0.14479
H2 -2.90628 -2.05266 1.41268
O1 -1.83798 1.26819 -1.69390
H3 -3.57101 2.57108 0.22622
H4 -1.31451 -2.08353 1.16714
H5 3.94131 -2.06641 0.11664
H6 -2.16131 -0.64202 1.92114
C1 2.42855 1.04520 -0.33768
H7 -3.07131 -1.03040 -1.83146
H8 -2.61986 -2.63392 -1.01633
C2 -3.15580 1.67718 0.75606
H9 -2.59407 1.61454 -2.18686
H10 4.25727 -0.66777 1.06809
C3 3.54338 -1.13207 0.40933
C4 -2.34640 -1.54417 -1.17328
H11 2.28614 1.56305 -1.27057
H12 1.50862 0.54122 -0.16329
H13 -3.05393 1.93364 1.91241
H14 4.23679 0.15736 -1.18469
H15 2.64405 -0.70418 -1.47093
H16 2.96438 1.33989 1.75637
C5 3.26521 -0.15630 -0.73934
H17 -3.89230 0.89505 0.63077
C6 2.91366 1.78835 0.76645
C7 -2.08254 -1.41889 1.20590
H18 3.26384 2.78238 0.65757
N1 -2.21865 -0.72550 -0.03719
H19 2.64339 -1.46442 0.92967

Cartesian forces, eV/Å:
H 2.017 0.539 -1.154
P -2.203 1.015 -0.254
H -1.400 -0.513 -0.269
O 0.829 -0.452 0.520
H 0.906 -0.576 0.310
H 2.976 -1.348 0.408
H 0.834 -0.835 -0.839
H 0.926 0.247 1.535
C 0.159 -1.038 -1.604
H 0.398 -0.678 -0.131
H -0.459 1.497 0.674
C 0.323 0.623 1.501
H -0.178 -0.034 0.565
H 0.069 -0.029 0.680
C -0.448 0.767 -0.008
C -2.331 -1.407 -1.211
H -0.063 0.914 -0.142
H -1.567 -0.184 0.708
H 0.165 -0.622 -2.623
H -0.724 -0.253 0.095
H 0.587 0.276 -0.200
H 0.024 0.107 -0.235
C 0.764 -1.544 -0.351
H -0.325 -0.061 0.244
C 0.248 0.507 1.599
C -2.194 2.008 -0.026
H 0.276 0.726 -0.007
N 0.621 -0.243 -0.095
H -0.228 0.594 0.309

Output
Energy above the lowest of the compared OMol25 structures with the same formula, charge and spin in kcal/mol: 92.7
Charge: +1
Strongest force on any atom in eV Å⁻¹: 3.292
Total energy in eV: -20382.946


# C5H22NO7

7 unconnected molecules or ions with the total composition C5H22NO7 (ωB97M-V/def2-TZVPD, the Open Molecules 2025 dataset).

Atoms and positions in Å:
H1 0.35135 0.19222 -2.01920
H2 -0.50076 0.95945 -0.51852
C1 -0.20621 -1.07715 -0.31918
H3 -0.47956 -2.44554 -4.35099
H4 1.80206 2.68374 3.59670
H5 0.40935 -2.13710 3.00615
H6 1.61100 0.22767 0.74291
H7 -0.71320 -2.03206 -2.12317
O1 -0.57757 0.21268 1.65299
C2 2.02361 1.92445 -0.75479
C3 1.52358 0.74208 -0.32180
H8 3.59385 0.19006 2.34090
O2 -3.40735 0.33117 -2.35726
N1 -1.22431 -1.68747 -1.24121
O3 1.28319 2.20730 2.96761
H9 -1.32381 -1.70060 1.49760
O4 -0.06858 -2.68479 -3.55636
H10 -1.60628 -2.53254 -0.83263
H11 -3.35307 1.09712 -1.75774
C4 0.21519 0.19749 -0.89425
H12 0.65354 -1.89394 -0.20193
O5 0.82766 -1.89722 2.16395
O6 -2.56117 1.58953 0.37722
H13 -1.83514 -0.98979 -1.62687
H14 -3.02551 0.69222 -3.21138
H15 -2.76433 1.36278 1.31613
H16 1.48755 -1.24022 2.44829
H17 2.88323 2.43087 -0.27822
O7 2.68804 0.04895 2.63695
H18 2.20474 0.94865 2.61808
H19 -2.11639 2.49058 0.44297
H20 0.86347 -2.55866 -3.74604
C5 -0.76832 -0.86930 1.15129
H21 0.57989 2.79971 2.71353
H22 1.53027 2.41763 -1.56175

Cartesian forces, eV/Å:
H -0.791 0.118 0.993
H -0.096 0.284 -0.495
C 0.853 -3.164 0.961
H -1.307 0.377 -2.023
H 0.569 0.615 0.902
H 0.111 -0.245 -0.199
H 1.295 1.432 -2.053
H -0.239 -0.039 0.521
O -0.775 -0.453 0.042
C 1.920 1.647 0.308
C -3.953 -3.288 3.431
H 0.050 -0.098 0.206
O 1.585 0.748 -1.137
N 2.429 -0.751 -0.634
O -0.232 -0.271 -0.662
H -1.100 -0.690 0.772
O 0.933 -0.073 1.982
H -0.913 0.097 0.031
H -0.278 -0.312 0.026
C 2.981 1.310 -1.625
H -1.715 1.817 -0.295
O 0.048 -0.805 0.598
O 0.781 1.570 0.679
H -1.848 0.553 0.174
H -0.964 -0.619 1.276
H 0.159 0.261 -0.993
H 0.536 0.178 -0.045
H -0.430 -0.451 -0.403
O -0.829 1.291 -0.565
H 0.844 -1.518 0.318
H -1.105 -1.587 -0.026
H 0.415 -0.249 0.048
C 1.703 1.697 -1.486
H -0.421 0.158 -0.069
H -0.216 0.459 -0.560

Output
Energy above the lowest of the compared OMol25 structures with the same formula, charge and spin in kcal/mol: 22.5
Charge: +2
Strongest force on any atom in eV Å⁻¹: 6.182
Total energy in eV: -21344.543
2S+1: 2


# C38H75FI2N2O14P3

A molecular structure, C38H75FI2N2O14P3 (ωB97M-V/def2-TZVPD, the Open Molecules 2025 dataset).

Atoms and positions in Å:
H1 -1.71912 5.02681 -4.34757
H2 1.31356 -8.40272 7.81834
O1 1.43506 -7.74813 5.82281
C1 -5.55287 4.43938 -3.16198
C2 -0.01221 -9.59462 6.58935
O2 3.27164 -4.50993 -3.02012
C3 2.59920 -1.97665 -1.30090
H3 2.92449 -0.10574 1.76851
C4 -1.08094 0.84144 -0.89772
H4 -8.40515 5.92157 -6.01350
H5 -0.10341 -0.56338 2.19973
O3 -5.56541 7.69758 -5.90005
O4 5.34762 2.36735 -2.36776
C5 4.87833 0.67169 0.12777
O5 -0.10299 -5.76071 0.21533
C6 0.21039 -2.24654 0.07708
H6 -1.18330 -3.80845 -0.67970
H7 1.55728 3.24114 -4.47270
H8 -4.09304 9.55584 -8.29715
H9 1.92184 1.12406 5.12019
H10 0.03356 -10.51540 7.17839
H11 -5.12449 3.53502 -2.72146
H12 3.60725 1.98019 3.57665
H13 -0.14827 -9.85819 5.53794
H14 0.41771 -7.02005 3.10783
C7 2.31832 -3.72540 -3.27597
H15 -6.86361 3.51579 -4.59336
P1 5.10496 0.85007 -2.32387
I1 -1.09854 -0.47452 -2.58351
H16 1.34807 -1.72548 -3.30684
C8 0.22275 4.67216 -3.22725
F1 1.20077 -4.22504 -4.06562
H17 -0.53769 4.29569 -2.42319
C9 0.78190 -4.83652 -0.52489
H18 1.91807 -5.48634 8.96943
H19 4.74095 -0.08589 5.70020
H20 -9.43389 8.22669 -6.38751
H21 1.73960 -4.45274 7.55541
H22 -7.95512 8.70059 -7.25050
O6 -6.80259 6.31185 -7.31878
H23 -2.97698 1.50565 0.28730
H24 -6.40073 4.75820 -2.54916
H25 0.64149 5.66403 -2.82697
H26 -0.57436 3.78345 -5.15734
H27 2.18293 -1.76932 0.75064
H28 -3.27906 1.33493 -1.52021
O7 -6.39897 5.41656 -5.19079
H29 0.81935 -2.36069 3.33724
H30 0.99494 -5.39172 -1.52810
I2 -0.42835 2.68340 1.35642
C10 1.56263 -1.39276 -0.19039
H31 -0.01067 -5.57793 1.18013
N1 2.64976 2.47065 -0.55498
P2 -5.41173 6.10897 -6.33380
C11 -2.48713 1.67319 -0.75961
C12 0.06375 0.98812 -0.04129
C13 2.28151 -2.14593 -2.82420
O8 -4.13585 5.86864 -5.50962
H32 4.70463 -1.55852 -1.91851
C14 2.46034 0.14702 5.45393
C15 1.99318 1.35129 -2.50933
H33 0.20844 -2.76293 1.13356
C16 1.56646 -1.46785 3.44792
C17 -8.11768 6.57809 -6.83406
O9 4.73520 0.31616 -3.87905
H34 1.64078 0.43627 -3.08255
H35 2.54046 0.19991 6.60626
C18 1.47658 0.24306 -0.05912
H36 2.38337 4.07988 -3.01005
C19 1.24686 -8.77431 6.79642
O10 0.72824 -6.27666 7.50393
H37 2.59921 -1.81262 3.08007
H38 -5.21156 3.70220 -5.17258
H39 -0.89941 -9.04848 6.91625
C20 1.59260 -1.15581 5.05607
H40 -0.75953 -1.62276 0.13059
C21 -0.08135 -3.48803 -0.91235
C22 5.37084 1.01628 1.31337
H41 -1.06036 -7.54778 2.27986
H42 -0.11052 5.60997 -5.24427
H43 0.68868 0.59061 3.39497
H44 -8.78708 6.32031 -7.66264
C23 1.40776 3.54008 -3.36081
C24 -4.75023 8.76433 -7.92803
H45 3.17181 -1.70477 -3.44444
O11 -0.76881 -7.00288 5.59380
H46 1.73193 -4.60034 0.07799
C25 3.99146 -1.15459 -1.08355
H47 -0.77650 -4.24011 8.20464
O12 1.00440 2.45060 -2.49468
H48 -7.89946 8.29661 -5.53203
H49 -0.07610 -3.25182 -2.03360
H50 -1.56922 -5.84864 4.07650
C26 -6.00060 4.18757 -4.59068
N2 3.93570 0.33663 -1.02495
H51 3.14178 3.06024 -1.24748
H52 2.10310 -9.44732 6.67386
H53 4.14751 -0.50179 3.95609
H54 4.44157 -1.59153 -0.09842
H55 7.17224 0.90295 -1.49780
C27 4.28215 1.74808 4.49642
C28 -0.62277 4.80100 -4.60664
C29 -1.37529 -6.89878 4.31512
H56 2.16636 1.52476 1.81892
H57 0.51011 -0.96768 5.43176
O13 6.64844 0.16282 -1.91202
C30 3.96806 0.17637 4.86782
H58 -3.61419 8.34202 -6.13558
H59 5.39856 1.81419 4.21230
H60 -4.81092 5.24014 -3.10561
H61 -4.47651 7.82918 -8.42756
H62 -0.37435 -5.08145 9.68769
H63 3.11814 2.62841 0.33404
C31 1.20348 -5.13852 8.21819
H64 -0.28899 -8.58347 3.49883
O14 0.04637 -4.80575 5.82991
H65 -5.77662 8.99643 -8.22016
H66 2.04075 -2.07387 5.58462
H67 -2.31056 2.80734 -0.97675
H68 2.78644 1.85550 -3.20870
C32 -4.63010 8.62965 -6.42193
H69 5.23176 -0.53427 -4.07368
C33 1.91892 0.45045 1.53468
H70 0.35838 -3.49918 9.35139
H71 -4.84231 9.59426 -5.95256
C34 -8.36138 8.03434 -6.48604
C35 0.04010 -4.44344 8.90213
C36 2.61095 1.02288 -1.00472
C37 -0.53154 -7.55158 3.23673
C38 0.91656 -0.24168 2.60551
P3 0.66393 -6.21483 5.84568
H72 -2.34254 -7.40497 4.37636
H73 6.00280 1.64166 2.06241
H74 2.88051 -3.06403 -0.94466
H75 4.04536 2.46354 5.36264

Cartesian forces, eV/Å:
H 1.740 -0.055 -0.758
H -0.127 0.236 -0.211
O 1.492 2.849 -2.733
C -0.001 0.097 0.212
C -0.489 0.351 0.047
O -4.975 3.993 -1.245
C 0.331 -0.050 0.840
H -1.672 0.938 -0.910
C 1.410 1.222 2.201
H 0.327 0.063 0.003
H 1.590 0.580 0.267
O 0.543 -0.024 -0.706
O -1.778 -4.181 0.624
C 1.337 2.729 7.058
O 1.393 1.250 0.395
C -1.268 -1.012 0.006
H 2.006 0.546 -0.522
H -0.366 0.191 1.855
H -0.008 -0.106 0.020
H 0.833 -1.736 0.483
H 0.208 0.087 -0.050
H -0.064 0.007 -0.003
H 1.249 0.001 1.561
H 0.097 -0.037 0.093
H 0.079 0.011 -0.037
C 2.900 -2.858 0.491
H -0.037 0.116 -0.078
P 5.259 5.130 -3.185
I -0.211 0.651 0.588
H 1.024 -0.321 1.180
C -0.694 -1.208 0.049
F 2.584 1.653 1.954
H 1.628 0.516 -1.264
C -1.268 0.071 -1.115
H -0.030 -0.120 -0.097
H -1.469 0.072 -1.521
H 0.044 -0.181 -0.136
H -0.141 -0.032 0.052
H -0.101 -0.097 0.001
O 3.396 -1.486 -1.915
H 1.191 0.466 -1.833
H 0.034 -0.104 -0.060
H -0.586 -1.479 -0.870
H -0.163 1.719 0.840
H -1.126 1.339 -1.764
H 1.513 0.199 0.977
O 0.163 -0.687 -0.968
H 1.569 1.356 0.177
H -0.011 0.913 2.018
I 0.922 -1.159 -0.769
C 0.499 -1.527 1.387
H -0.096 -0.168 -1.101
N 1.401 -1.787 -0.148
P -4.942 3.398 7.353
C 0.034 -0.188 -0.190
C -3.210 -0.053 -2.991
C 0.328 -1.151 -2.510
O 0.896 -1.344 -4.298
H -1.089 1.130 1.455
C 0.167 -0.234 0.021
C 1.076 0.984 -1.869
H 0.492 1.171 -1.829
C -1.380 -0.354 0.691
C -1.213 0.023 0.016
O 1.005 -1.302 3.369
H 0.050 1.134 1.061
H -0.261 -0.064 -1.844
C 1.087 0.289 2.568
H -1.371 -1.338 -0.407
C 0.253 -1.007 0.708
O 1.065 0.124 -0.675
H -1.495 0.625 0.462
H -0.023 0.103 0.123
H 0.071 -0.059 -0.084
C 0.360 0.432 -0.377
H 1.874 -0.612 -0.329
C -0.600 -0.675 0.944
C -2.133 -0.715 -7.226
H 0.063 0.021 0.040
H -1.193 -1.248 0.737
H 0.258 -1.506 -1.515
H 0.361 -0.073 -0.133
C -0.471 2.406 0.015
C -0.051 0.035 -0.071
H -1.660 -0.863 0.984
O 0.303 0.228 -0.852
H -1.312 -0.419 -0.976
C -0.180 -5.129 0.213
H 0.236 0.039 -0.074
O 1.424 -1.595 -0.575
H -0.012 0.012 -0.124
H 0.285 -0.248 1.717
H -0.003 0.018 0.041
C 0.157 -0.033 0.484
N 3.778 -0.515 1.520
H -0.391 -0.579 0.389
H 0.052 0.283 -0.267
H -0.360 1.074 1.371
H -0.848 1.255 -1.749
H -0.851 -0.699 -0.562
C -0.052 -1.365 -0.716
C 0.731 -0.140 0.695
C -0.310 -0.126 -0.212
H -0.844 -1.308 -0.596
H 1.807 -0.568 -0.679
O -3.246 0.780 -0.507
C 0.252 1.550 0.970
H -0.024 -0.031 0.011
H -1.724 0.245 0.445
H 0.016 -0.157 -0.190
H 0.059 0.006 -0.045
H 0.116 0.057 -0.024
H -0.106 -0.342 -0.013
C -0.333 0.358 0.367
H -0.030 0.111 -0.032
O 3.436 0.023 -3.178
H 0.100 0.005 0.055
H -0.850 1.334 -0.728
H -0.167 -2.111 0.639
H -0.545 -1.487 1.538
C 0.150 0.428 -0.040
H -0.643 1.178 0.093
C 1.350 -1.226 0.583
H -0.005 -0.073 0.019
H -0.084 -0.171 0.074
C 0.358 0.179 0.446
C -0.180 0.027 0.110
C -4.861 4.278 0.010
C -0.062 -0.062 -0.065
C 0.220 0.836 1.192
P -5.837 -3.312 6.908
H 0.108 0.053 0.152
H -1.433 -1.731 -1.521
H -0.434 2.238 -0.550
H 0.362 -1.196 -1.345

Output
Charge: +1
Strongest force on any atom in eV Å⁻¹: 9.631
Total energy in eV: -119030.806


# CClN3O2

2 unconnected molecules or ions with the total composition CClN3O2 (ωB97M-V/def2-TZVPD, the Open Molecules 2025 dataset).

Atoms and positions in Å:
N1 2.04055 -0.09954 1.56205
Cl1 -1.07304 2.26852 0.44077
O1 -0.10812 -1.68920 -0.89383
C1 1.11926 0.02718 0.87978
O2 -1.51482 -0.10082 -1.31858
N2 0.11630 0.17678 0.10183
N3 -0.58013 -0.58292 -0.77201

Cartesian forces, eV/Å:
N 0.962 0.070 0.877
Cl 0.532 -0.697 -0.016
O -0.111 -0.701 -0.260
C -0.260 -1.038 -0.823
O -0.607 0.290 -0.305
N -1.216 3.688 0.966
N 0.701 -1.610 -0.439

Output
Energy above the lowest of the compared OMol25 structures with the same formula, charge and spin in kcal/mol: 40.1
Strongest force on any atom in eV Å⁻¹: 4.001
Total energy in eV: -22115.669
2S+1: 3